(1)
Here is C26H19FeN6O7S4 as an isolated structure from the OMol25 dataset. Energies are from the ωB97M-V functional and the def2-TZVPD basis.

Summary:
LUMO in eV: 1.259
E_HOMO in eV: -4.725
Total charge: -1
Kohn-Sham gap in eV: 5.98
E in Eh: -4714.066543

```
63
Properties=species:S:1:pos:R:3:nbo_charge:R:1
Fe -1.061 0.213 0.293 0.8066
C -1.686 -3.832 1.437 0.0203
C -1.882 -2.593 0.837 0.0597
N -0.962 -1.650 0.944 -0.3276
C 0.145 -1.923 1.650 0.1357
C 0.316 -3.161 2.235 0.0323
N -0.595 -4.124 2.131 -0.3792
C 1.095 -0.791 1.731 0.2028
C 2.389 -0.807 2.223 -0.2275
C 3.150 0.356 2.147 0.0804
C 2.594 1.503 1.585 -0.2506
C 1.290 1.454 1.122 0.2799
N 0.587 0.329 1.214 -0.3676
C 0.512 2.551 0.505 0.1163
C 0.933 3.864 0.424 0.0105
N 0.174 4.822 -0.100 -0.3772
C -1.021 4.449 -0.534 0.0174
C -1.471 3.134 -0.462 0.0626
N -0.700 2.188 0.047 -0.3435
C 4.549 0.370 2.639 -0.0222
C 5.560 1.005 1.926 -0.2506
C 6.850 0.986 2.428 0.0409
N 7.193 0.393 3.570 -0.4178
C 6.221 -0.213 4.248 0.0399
C 4.900 -0.255 3.830 -0.2526
H -2.438 -4.606 1.352 0.1996
H -2.767 -2.345 0.267 0.2513
H 1.207 -3.392 2.808 0.1881
H 2.822 -1.717 2.615 0.2256
H 3.174 2.413 1.520 0.2221
H 1.907 4.161 0.795 0.1908
H -1.654 5.217 -0.961 0.1983
H -2.436 2.827 -0.835 0.2605
H 5.350 1.483 0.977 0.2268
H 7.653 1.467 1.881 0.1927
H 6.511 -0.688 5.178 0.1916
H 4.151 -0.748 4.435 0.2229
O -2.506 1.454 -2.607 -1.0003
S -2.922 0.097 -2.311 2.4322
O -4.318 -0.192 -2.555 -0.9936
O -2.540 -0.338 -0.944 -1.0195
C -2.035 -0.937 -3.493 -0.2271
C -2.805 -1.289 -4.602 -0.2102
C -2.264 -1.997 -5.659 -0.2202
C -0.928 -2.364 -5.625 -0.2174
C -0.156 -2.024 -4.532 -0.1841
C -0.691 -1.317 -3.455 -0.3452
S 0.478 -1.094 -2.104 2.4405
O 1.759 -0.906 -2.751 -0.9928
O 0.068 0.124 -1.387 -0.9999
O 0.374 -2.307 -1.323 -1.0019
H -3.844 -0.994 -4.613 0.2455
H -2.888 -2.255 -6.506 0.2047
H -0.485 -2.914 -6.446 0.2046
H 0.889 -2.297 -4.489 0.2399
C -5.384 1.640 0.166 -0.2641
O -4.108 1.603 0.809 -0.5279
C -3.896 0.697 1.765 0.0712
S -5.066 -0.348 2.296 -0.2286
S -2.239 0.641 2.277 -0.2588
H -5.286 2.392 -0.614 0.1876
H -6.158 1.907 0.884 0.1851
H -5.612 0.676 -0.283 0.2211
```


(2)
Here is C11H11BF4MnOS4Si as an isolated structure from the OMol25 dataset. Energies are from the ωB97M-V functional and the def2-TZVPD basis.

Summary:
LUMO (alpha / beta) in eV: 4.808 / 4.804
2S+1: 6
E_HOMO (alpha / beta) in eV: -0.977 / -1.465
Total charge: -2
Kohn-Sham gap (alpha / beta) in eV: 5.79 / 6.27
Expectation value of S²: 8.759
E in Eh: -3958.983047

```
34
Properties=species:S:1:pos:R:3:nbo_charge:R:1
Mn 0.483 -0.377 -1.892 1.2611
O 0.356 -7.110 -2.300 -0.6385
C 0.395 -5.899 -2.426 0.1580
S -1.025 -4.871 -2.541 0.3057
C -0.206 -3.314 -2.579 -0.4021
C 1.133 -3.345 -2.487 -0.4022
S 2.256 -1.992 -2.523 -0.4785
S 1.865 -4.939 -2.342 0.3029
S -1.252 -1.914 -2.765 -0.4769
C 2.053 -0.150 1.493 -1.0932
Si 0.376 -0.275 0.625 0.7218
C -0.421 -1.754 1.477 -1.0933
C -0.573 1.214 1.392 -0.4008
C -0.676 1.398 2.779 -0.1557
C -1.348 2.479 3.340 -0.2622
C -1.939 3.433 2.516 -0.2443
C -1.846 3.287 1.138 -0.2225
C -1.176 2.194 0.593 -0.1988
H 1.942 -0.175 2.586 0.1934
H 2.566 0.778 1.220 0.2244
H 2.689 -0.988 1.189 0.2257
H -0.361 -1.632 2.567 0.1954
H 0.093 -2.682 1.202 0.2268
H -1.471 -1.863 1.189 0.2280
H -0.213 0.674 3.445 0.1819
H -1.407 2.585 4.418 0.1854
H -2.454 4.286 2.944 0.1874
H -2.279 4.031 0.478 0.2027
H -1.102 2.126 -0.486 0.2226
F -0.603 3.475 -2.863 -0.5690
B 0.716 3.009 -2.849 1.3654
F 0.636 1.537 -2.759 -0.6235
F 1.381 3.308 -4.038 -0.5664
F 1.413 3.464 -1.740 -0.5607
```


(3)
Here is C22H32BO4PPtS2 as an isolated structure from the OMol25 dataset. Energies are from the ωB97M-V functional and the def2-TZVPD basis.

Summary:
LUMO in eV: 0.580
E_HOMO in eV: -7.859
Total charge: 0
Kohn-Sham gap in eV: 8.44
E in Eh: -2440.512571

```
63
Properties=species:S:1:pos:R:3:nbo_charge:R:1
Pt 0.417 -0.870 0.101 0.3337
C 3.142 -2.383 -0.551 -0.2482
O 2.493 -1.566 0.427 -0.5386
C 3.354 -0.581 1.014 -0.1015
C 3.608 0.643 0.154 -0.0950
O 2.449 1.400 -0.087 -0.5296
C 2.060 2.217 1.000 -0.2582
H 3.952 -2.934 -0.067 0.1762
H 3.539 -1.784 -1.373 0.1775
H 2.398 -3.063 -0.949 0.2309
H 4.309 -1.062 1.251 0.1830
H 2.863 -0.299 1.945 0.2192
H 3.996 0.358 -0.826 0.1915
H 4.379 1.244 0.655 0.1755
H 2.785 3.023 1.159 0.1639
H 1.949 1.642 1.926 0.1725
H 1.090 2.642 0.747 0.2088
C 1.888 -2.298 -4.765 -0.6228
C 0.664 -1.788 -4.022 0.2344
C -0.562 -2.595 -4.434 -0.6280
O 0.863 -2.028 -2.613 -0.7606
B 0.456 -0.913 -1.896 0.8617
O 0.125 0.125 -2.742 -0.7404
C 0.452 -0.232 -4.096 0.2511
C 1.714 0.542 -4.461 -0.6301
C -0.696 0.203 -4.993 -0.6270
H 1.946 -3.382 -4.664 0.2165
H 2.804 -1.867 -4.364 0.2138
H 1.828 -2.060 -5.829 0.2100
H -0.372 -3.648 -4.224 0.2184
H -0.777 -2.488 -5.497 0.2086
H -1.439 -2.291 -3.863 0.2188
H 2.525 0.311 -3.769 0.2093
H 1.503 1.608 -4.382 0.2221
H 2.044 0.327 -5.478 0.2067
H -1.647 -0.178 -4.627 0.2211
H -0.548 -0.139 -6.019 0.2060
H -0.750 1.292 -5.002 0.2184
S 0.265 -1.009 2.718 -0.6074
P -1.405 -0.026 2.272 1.1466
S -1.777 -0.154 0.272 -0.4058
C -2.843 -0.598 3.218 -0.3233
C -2.854 -0.410 4.599 -0.2063
C -3.939 -0.833 5.347 -0.2099
C -5.020 -1.442 4.719 -0.1934
C -5.008 -1.634 3.347 -0.2098
C -3.920 -1.214 2.594 -0.2082
C -1.262 1.726 2.745 -0.3161
C -0.379 2.114 3.748 -0.2193
C -0.296 3.447 4.124 -0.2194
C -1.089 4.397 3.496 -0.2009
C -1.968 4.013 2.492 -0.2001
C -2.056 2.682 2.117 -0.2153
H -2.012 0.062 5.090 0.2209
H -3.945 -0.687 6.419 0.2162
H -5.871 -1.765 5.304 0.2149
H -5.846 -2.114 2.858 0.2167
H -3.900 -1.370 1.523 0.2376
H 0.255 1.370 4.214 0.2339
H 0.395 3.744 4.902 0.2155
H -1.017 5.438 3.784 0.2152
H -2.581 4.753 1.995 0.2162
H -2.727 2.385 1.320 0.2317
```


(4)
Here is C8H19N2 as an isolated structure from the OMol25 dataset. Energies are from the ωB97M-V functional and the def2-TZVPD basis.

Summary:
LUMO in eV: -2.856
E_HOMO in eV: -14.224
Total charge: +1
Kohn-Sham gap in eV: 11.37
E in Eh: -425.414870

```
29
Properties=species:S:1:pos:R:3:nbo_charge:R:1
C 1.866 0.083 -0.261 0.5455
C 0.166 -1.937 0.735 -0.6839
C 0.195 0.205 2.044 -0.6771
C -0.770 -0.272 -1.757 -0.6105
C -0.953 1.835 -0.307 -0.6127
C -2.245 -0.275 0.004 -0.6072
C 0.148 -0.432 0.591 0.2284
C -0.827 0.198 -0.328 -0.1640
N 2.332 -0.433 -1.365 -0.7422
N 2.398 1.109 0.288 -0.7277
H -0.928 -2.297 0.728 0.2495
H 0.497 -2.111 1.723 0.2310
H 0.643 -2.502 -0.037 0.2261
H -0.632 -0.151 2.613 0.2576
H 1.041 -0.081 2.613 0.2336
H 0.056 1.163 1.870 0.2094
H 0.015 0.290 -2.236 0.2093
H -1.833 -0.318 -2.186 0.2508
H -0.335 -1.314 -1.863 0.1917
H -1.591 2.216 -1.152 0.2451
H -1.543 2.038 0.652 0.2168
H -0.004 2.330 -0.309 0.2024
H -2.439 0.093 1.060 0.2092
H -2.371 -1.334 -0.194 0.2180
H -3.030 0.184 -0.658 0.2359
H 1.870 -1.207 -1.745 0.4308
H 3.143 0.016 -1.717 0.4101
H 1.926 1.394 1.131 0.4241
H 3.206 1.511 0.064 0.3999
```


(5)
Here is one molecule with the formula CH2N2OS2 from the OMol25 dataset. Energies are from the ωB97M-V functional and the def2-TZVPD basis.

Summary:
LUMO (alpha / beta) in eV: -1.384 / -1.577
E_HOMO (alpha / beta) in eV: -9.143 / -8.593
Total charge: 0
Kohn-Sham gap (alpha / beta) in eV: 7.76 / 7.02
E in Eh: -1020.279236

```
8
Properties=species:S:1:pos:R:3:nbo_charge:R:1
C 1.239 0.006 -0.087 -0.2464
N 0.665 -1.145 -0.312 -0.0927
N -0.345 -1.752 -0.038 -0.2433
O -1.612 1.980 -0.576 -0.8483
S -1.816 -0.890 0.374 0.1707
S -1.098 1.110 0.503 0.8244
H 0.879 0.492 0.822 0.2058
H 2.087 0.198 -0.687 0.2297
```


(6)
Here is C12H18ClGaIN2O3P as an isolated structure from the OMol25 dataset. Energies are from the ωB97M-V functional and the def2-TZVPD basis.

Summary:
LUMO (alpha / beta) in eV: -9.681 / -10.034
E_HOMO (alpha / beta) in eV: -15.398 / -15.395
Total charge: +2
Kohn-Sham gap (alpha / beta) in eV: 5.72 / 5.36
E in Eh: -3826.642530

```
39
Properties=species:S:1:pos:R:3:nbo_charge:R:1
C 0.553 -1.276 -1.338 -0.7293
C 1.921 -0.662 -1.605 0.4486
H 0.662 -2.307 -1.689 0.2975
H -0.293 -0.809 -1.846 0.2225
H 0.270 -1.265 -0.276 0.2448
O 2.583 -0.911 -2.612 -0.4796
I 2.701 1.929 -1.054 0.2306
Ga -2.393 1.074 0.423 1.1954
P 0.140 1.090 -3.155 1.2831
C 1.697 1.442 -4.101 -0.9561
C -0.522 -0.099 -4.360 -0.9836
H -1.878 2.396 -3.183 0.2576
H -0.771 2.788 -4.552 0.2874
H -0.450 3.430 -2.891 0.2709
C -0.841 2.591 -3.478 -0.9670
H -1.526 -0.418 -4.078 0.2581
H -0.539 0.401 -5.328 0.2829
H 1.449 1.485 -5.173 0.2661
H 2.405 0.614 -3.906 0.2915
H 0.139 -0.967 -4.405 0.2782
H 2.138 2.387 -3.743 0.2511
C 2.488 -0.031 -0.302 0.3793
O 2.628 -0.571 0.760 -0.4331
Cl -4.546 0.627 0.274 -0.4278
N -0.950 -1.953 6.394 -0.7878
C -0.016 -1.172 5.775 0.6167
O 0.920 -0.677 6.386 -0.5327
C -0.219 -0.942 4.297 0.0027
C -1.272 -1.507 3.556 -0.2037
C -1.632 -0.930 2.340 0.0198
N -0.942 0.129 1.835 -0.5932
C 0.217 0.510 2.425 0.0524
C 0.604 -0.020 3.640 -0.1734
H -0.923 -2.006 7.400 0.4344
H -1.784 -2.301 5.947 0.3946
H -1.874 -2.348 3.912 0.2536
H -2.469 -1.316 1.746 0.2295
H 0.796 1.254 1.889 0.2302
H 1.528 0.338 4.076 0.2877
```